No. 1
The following is a quantum chemistry calculation of a molecular structure, C30H27Br4N8O9S2TeW in a non-equilibrium geometry, from OMol25.

Geometry (Å):
W (0.1624, 0.2246, -0.7875)
Br (-0.8418, -3.3998, 5.1096)
C (-0.2335, -2.9044, 3.3913)
C (0.8763, -3.5186, 2.8219)
Br (1.7895, -4.8885, 3.7507)
C (1.3330, -3.1281, 1.5577)
Br (2.8129, -3.9280, 0.7143)
C (0.6886, -2.1071, 0.8734)
O (1.0399, -1.6180, -0.2960)
C (-0.4529, -1.5132, 1.4434)
O (-1.0075, -0.5737, 0.6885)
C (-0.9093, -1.8978, 2.6917)
Br (-2.4620, -1.0563, 3.3376)
O (2.9493, 2.1095, 1.4218)
C (2.2582, 1.8256, 0.4860)
O (1.6538, 0.6110, 0.3749)
C (1.9250, 2.6616, -0.6880)
C (2.7034, 3.6255, -1.1970)
C (2.3160, 4.2624, -2.4356)
C (1.2421, 3.8472, -3.1599)
C (0.4626, 2.7929, -2.6581)
C (0.7054, 2.1854, -1.3491)
O (-0.4119, 2.0731, -0.5162)
N (-0.4912, 2.1849, -3.3902)
O (-0.9512, 2.6091, -4.4566)
O (-0.9311, 1.0763, -2.9056)
N (3.1419, 5.3268, -2.9624)
O (2.8336, 5.8345, -4.0301)
O (4.1250, 5.6541, -2.3165)
H (3.6278, 3.9102, -0.7156)
H (1.0095, 4.2852, -4.1196)
N (-1.5467, 2.6882, 6.3612)
C (-1.1286, 2.3290, 5.0867)
C (0.0497, 1.6110, 4.8925)
C (0.4326, 1.2970, 3.6004)
N (-0.2661, 1.6277, 2.5179)
C (-1.3813, 2.3236, 2.7098)
C (-1.8505, 2.7034, 3.9552)
H (-1.1922, 2.1189, 7.1110)
H (-2.5236, 2.9091, 6.4550)
H (0.6541, 1.2944, 5.7341)
H (1.3493, 0.7430, 3.4227)
H (-1.9490, 2.5591, 1.8143)
H (-2.7752, 3.2614, 4.0456)
N (-1.5247, -1.3172, -3.2158)
C (-2.2588, -2.3909, -3.5001)
C (-2.2535, -3.1998, -2.3827)
C (-1.4803, -2.5106, -1.4530)
N (-1.0428, -1.3589, -1.9641)
H (-1.3607, -0.4638, -3.7390)
H (-2.7176, -2.5033, -4.4675)
H (-2.7353, -4.1520, -2.2545)
H (-1.2309, -2.8043, -0.4508)
Te (1.9638, -0.1250, -2.8268)
C (2.3384, -2.1768, -2.9317)
C (3.5036, -2.7975, -2.5837)
C (3.5037, -4.1885, -2.8720)
C (2.3341, -4.6038, -3.4331)
S (1.2423, -3.3024, -3.6195)
H (4.3260, -2.2718, -2.1204)
H (4.3284, -4.8525, -2.6532)
H (2.0662, -5.6031, -3.7369)
C (-5.3074, 3.0016, -4.8964)
C (-4.2325, 2.1538, -4.2377)
N (-4.5364, 1.8576, -2.8364)
C (-3.6019, 1.8929, -1.8374)
S (-3.4709, 0.6483, -0.7165)
N (-2.7716, 2.9406, -1.7665)
C (-2.8405, 4.2160, -2.4537)
C (-2.5026, 5.3385, -1.4849)
H (-5.0612, 3.1843, -5.9437)
H (-5.4129, 3.9637, -4.3936)
H (-6.2765, 2.5006, -4.8590)
H (-3.2541, 2.6234, -4.3006)
H (-4.1306, 1.2062, -4.7770)
H (-5.1368, 1.0582, -2.7028)
H (-1.9781, 2.7763, -1.1540)
H (-3.8499, 4.3417, -2.8435)
H (-2.1501, 4.2348, -3.3042)
H (-3.2244, 5.3752, -0.6687)
H (-2.5008, 6.3009, -1.9981)
H (-1.5106, 5.1866, -1.0546)

Results
gap between HOMO and LUMO: 6.23 eV
energy above the lowest of the compared OMol25 structures with the same formula, charge and spin: 34.0 kcal/mol
HOMO level: -0.1942 Ha
LUMO: 0.9 eV
net charge: -1
spin multiplicity: 1


No. 2
The following is a quantum chemistry calculation of a molecular structure, C30H27BrMoN4O4PS in a non-equilibrium geometry, from OMol25.

Geometry (Å):
Mo (-0.0834, -0.2386, 0.0460)
Br (3.6823, 6.2573, -0.7318)
C (2.7462, 4.6197, -0.8943)
C (2.7184, 3.9583, -2.1297)
C (2.0378, 2.7742, -2.2559)
C (1.3599, 2.1869, -1.1692)
O (0.7155, 1.0729, -1.3778)
C (1.4036, 2.8595, 0.0867)
C (0.8446, 2.3599, 1.2873)
N (0.2483, 1.2096, 1.4698)
C (-0.0026, 0.7912, 2.8025)
C (-0.2765, 1.5873, 3.8857)
C (-0.3760, 1.0228, 5.1717)
C (-0.1841, -0.3146, 5.3774)
C (0.0820, -1.1659, 4.2818)
C (0.3157, -2.5527, 4.3900)
C (0.5686, -3.2827, 3.2595)
C (0.5380, -2.6514, 2.0119)
N (0.3089, -1.3636, 1.8748)
C (0.1269, -0.6054, 2.9908)
C (2.1050, 4.0851, 0.1839)
H (3.2370, 4.3869, -2.9763)
H (2.0151, 2.2518, -3.2038)
H (1.0094, 2.9795, 2.1647)
H (-0.4246, 2.6531, 3.7679)
H (-0.5933, 1.6726, 6.0085)
H (-0.2335, -0.7359, 6.3730)
H (0.2977, -3.0267, 5.3631)
H (0.7741, -4.3420, 3.3068)
H (0.6822, -3.2159, 1.0997)
H (2.1373, 4.6001, 1.1362)
C (1.8326, -1.6875, -2.5124)
C (0.3764, -2.0186, -2.5931)
C (-0.0369, -2.7201, -3.7446)
C (-1.3398, -3.0630, -3.9284)
C (-2.2713, -2.7674, -2.9151)
C (-3.6268, -3.1285, -3.0349)
C (-4.5016, -2.8827, -2.0134)
C (-4.0394, -2.2842, -0.8374)
C (-2.7208, -1.9041, -0.7021)
S (-2.1645, -1.2779, 0.8276)
C (-1.7975, -2.1093, -1.7528)
N (-0.4829, -1.6867, -1.6166)
H (2.2989, -1.8350, -3.4844)
H (2.3300, -2.3427, -1.7964)
H (2.0002, -0.6646, -2.2005)
H (0.7053, -2.9630, -4.4912)
H (-1.6656, -3.5720, -4.8271)
H (-3.9532, -3.6112, -3.9473)
H (-5.5443, -3.1556, -2.1037)
H (-4.7120, -2.1244, -0.0046)
C (-2.2038, 3.7423, -1.4528)
O (-1.4411, 2.6748, -0.8615)
P (-1.9050, 1.1435, -1.0291)
O (-2.2529, 0.9450, -2.5753)
C (-1.3066, 1.1299, -3.6358)
O (-3.4428, 1.1979, -0.5865)
C (-3.8107, 1.6909, 0.7069)
H (-2.1820, 4.5814, -0.7613)
H (-3.2344, 3.4408, -1.6363)
H (-1.7429, 4.0425, -2.3933)
H (-1.8437, 0.9244, -4.5580)
H (-0.4629, 0.4522, -3.5476)
H (-0.9347, 2.1553, -3.6473)
H (-4.8339, 1.3714, 0.8833)
H (-3.7617, 2.7813, 0.7251)
H (-3.1703, 1.2851, 1.4899)
N (3.0932, -0.7044, 0.4128)
C (1.9558, -0.6266, 0.2221)

Results
gap between HOMO and LUMO (alpha / beta): 6.71 / 6.30 eV
energy above the lowest of the compared OMol25 structures with the same formula, charge and spin: 0.0 kcal/mol
HOMO level (alpha / beta): -0.3787 / -0.3846 Ha
LUMO (alpha / beta): -3.6 / -4.2 eV
net charge: +1
spin multiplicity: 3


No. 3
The following is a quantum chemistry calculation of a molecular structure, C30H27CaCl3N7O7S2, from OMol25.

Geometry (Å):
Ca (-0.1928, 0.7660, 0.0879)
Cl (6.1195, -0.5362, 4.3336)
C (4.5187, -0.3260, 3.6566)
C (4.2825, -0.6668, 2.3210)
C (3.0310, -0.5166, 1.7818)
C (1.9375, -0.0057, 2.5400)
O (0.7767, 0.1182, 2.0072)
C (2.2153, 0.3508, 3.8931)
C (1.2280, 0.9529, 4.7878)
O (0.1007, 1.3111, 4.5278)
C (3.5015, 0.1720, 4.4257)
H (5.0955, -1.0483, 1.7160)
H (2.8363, -0.7790, 0.7485)
H (1.6212, 1.1014, 5.8206)
H (3.6860, 0.4448, 5.4590)
Cl (4.4431, 0.5199, -5.8609)
C (3.5714, 0.8941, -4.3964)
C (4.2849, 1.2835, -3.2600)
C (3.6138, 1.5894, -2.1057)
Cl (4.5072, 2.0872, -0.7046)
C (2.1907, 1.5189, -1.9898)
O (1.6002, 1.8477, -0.9066)
C (1.5093, 1.1015, -3.1730)
C (0.0691, 0.9337, -3.2258)
O (-0.7258, 0.9671, -2.2999)
C (2.2068, 0.8123, -4.3551)
H (5.3637, 1.3499, -3.2909)
H (-0.3201, 0.7415, -4.2445)
H (1.6522, 0.5097, -5.2355)
N (0.1065, 4.2722, -1.5494)
C (-1.0075, 4.1823, -0.7714)
N (-1.3555, 3.1090, -0.1182)
C (-2.5650, 3.2905, 0.5311)
C (-3.1290, 4.5096, 0.3804)
S (-2.1397, 5.4910, -0.6402)
C (-3.0587, 2.1665, 1.3310)
C (-4.3081, 1.9530, 1.8065)
S (-4.3395, 0.4922, 2.7197)
C (-2.6620, 0.2413, 2.3611)
N (-2.1410, 1.1826, 1.6276)
N (-1.9642, -0.8138, 2.8748)
H (0.7460, 3.4937, -1.3794)
H (0.5709, 5.1675, -1.5063)
H (-4.0268, 4.8918, 0.8346)
H (-5.1938, 2.5445, 1.6478)
H (-2.3231, -1.7015, 2.5444)
H (-0.9630, -0.6978, 2.7103)
C (1.9572, 3.2371, 1.9983)
C (1.7335, 4.5506, 1.4072)
N (1.5539, 5.5805, 0.9309)
H (2.3140, 2.5638, 1.2168)
H (1.0342, 2.8418, 2.4246)
H (2.7131, 3.3020, 2.7794)
C (-2.8967, -2.2014, -3.2019)
C (-3.2773, -3.3648, -2.2925)
C (-2.2538, -3.6530, -1.1724)
C (-2.7245, -4.8539, -0.3396)
C (-1.7705, -5.2050, 0.7955)
C (-0.9406, -4.0183, -1.8367)
O (-0.7976, -5.0258, -2.5008)
N (0.0841, -3.1329, -1.6596)
C (-0.0104, -1.9117, -0.9868)
O (0.9716, -1.1610, -1.0311)
N (-1.1232, -1.5708, -0.3210)
C (-2.1910, -2.4024, -0.2812)
O (-3.1657, -2.1709, 0.4274)
H (-3.6694, -2.0390, -3.9545)
H (-1.9613, -2.4000, -3.7310)
H (-2.7741, -1.2722, -2.6419)
H (-3.3857, -4.2808, -2.8776)
H (-4.2296, -3.1616, -1.7991)
H (-2.8331, -5.7039, -1.0156)
H (-3.7071, -4.6025, 0.0599)
H (-0.7835, -5.4776, 0.4152)
H (-2.1463, -6.0520, 1.3708)
H (-1.6502, -4.3649, 1.4823)
H (0.9595, -3.3192, -2.1270)

Results
gap between HOMO and LUMO: 7.52 eV
energy above the lowest of the compared OMol25 structures with the same formula, charge and spin: 4.8 kcal/mol
HOMO level: -0.1960 Ha
LUMO: 2.2 eV
net charge: -1
spin multiplicity: 1


Question: What is the formula in the first record?
Answer: C30H27Br4N8O9S2TeW


Question: Which value of net charge does entry 2 give?
Answer: +1


Question: Which value of spin multiplicity does entry 1 give?
Answer: 1